14
Properties=species:S:1:pos:R:3:forces:R:3 method="wB97M-V/def2-TZVPD" gap_ha=0.303 e_lumo_ev=0.26 max_force_ev_per_a=3.3 e_homo_ev=-7.98 smiles="C=[NH+][S-].[H]/N=C/C" relative_energy_ev=3.459
C -3.24864 -1.39878 -0.48939 -0.086 -0.838 -0.249
C 2.62514 1.40666 -0.23213 -1.435 -0.497 -0.818
C 2.91821 -0.07242 -0.11508 -0.554 -0.939 -0.806
N -3.44814 -0.92502 0.67319 -1.800 -0.446 2.784
N 1.54977 1.74930 0.35158 -0.434 1.572 0.276
S -3.02548 0.53085 1.34294 0.682 0.772 0.258
H -2.50022 -0.90457 -1.10677 -0.521 -0.122 -0.144
H -3.85689 -2.26999 -0.71924 0.625 -0.029 -0.441
H 3.16559 1.95912 -1.03478 -0.123 0.120 0.803
H 3.98553 -0.30518 0.11046 -0.804 -0.007 -0.446
H 2.52931 -0.57629 -1.11379 1.209 0.900 1.842
H 2.23923 -0.46034 0.68337 0.767 0.231 -0.553
H -4.05289 -1.45067 1.40538 1.090 0.672 -2.204
H 1.11948 2.71734 0.24426 1.384 -1.390 -0.302